(1)
Here is 2 unconnected molecules or ions with the total composition C5H13ClO6P2 from OMol25. Energies are from ωB97M-V/def2-TZVPD.

Geometry as XYZ:
```
27
C5H13ClO6P2 | OMol25 | ωB97M-V/def2-TZVPD
C 1.37 0.63 2.58
C 2.05 -1.46 -1.71
C -2.68 1.09 -2.09
C -1.53 -1.17 1.27
C 0.97 1.88 -0.90
O 3.15 0.51 0.22
O -1.65 1.93 1.53
O 0.80 0.41 1.29
O 1.16 -0.78 -0.84
O -2.48 1.80 -0.88
O -1.78 -0.31 0.18
P 1.70 0.51 -0.03
P -1.47 1.27 0.24
Cl 1.34 3.38 -0.20
H 2.43 0.84 2.49
H 1.22 -0.27 3.18
H 0.85 1.47 3.04
H 1.90 -2.53 -1.57
H 3.09 -1.20 -1.48
H 1.83 -1.19 -2.74
H -1.77 1.08 -2.70
H -3.48 1.61 -2.62
H -2.98 0.06 -1.89
H -0.64 -1.77 1.06
H -2.40 -1.81 1.37
H -1.38 -0.60 2.19
H 0.91 1.89 -1.98
```

As for the lowest unoccupied orbital energy (alpha / beta): -0.030 / -0.030 Eh. For the HOMO energy (alpha / beta), the calculation gives -8.65 / -8.65 eV. As for the gap between HOMO and LUMO (alpha / beta): 0.28824 / 0.28829 Ha. For the energy above the lowest of the compared OMol25 structures with the same formula, charge and spin, the calculation gives 31.0 kJ/mol. As for the charge: 0.

(2)
Here is a molecular structure, C2H10NO2 from OMol25. Energies are from ωB97M-V/def2-TZVPD.

Geometry as XYZ:
```
15
C2H10NO2 | OMol25 | ωB97M-V/def2-TZVPD
C -1.46 1.00 -1.13
C -0.61 1.87 -1.74
N 0.88 -2.52 0.45
H -2.49 1.08 -1.42
H -0.85 2.57 -2.47
H 0.44 1.71 -1.45
H 1.56 -3.17 0.87
H -0.02 -2.84 0.04
H 0.53 -1.72 0.96
H 2.21 0.89 0.80
H 0.63 0.30 0.91
O 1.44 0.63 0.31
H -0.59 -0.10 2.56
H -1.23 0.33 -0.28
O -0.45 -0.03 1.57
```

The spin multiplicity is 2. As for the lowest unoccupied orbital energy (alpha / beta): 0.015 / -0.144 Eh. For the HOMO energy (alpha / beta), the calculation gives -9.37 / -9.34 eV. As for the gap between HOMO and LUMO (alpha / beta): 0.35960 / 0.19985 Ha. For the energy above the lowest of the compared OMol25 structures with the same formula, charge and spin, the calculation gives 272.0 kJ/mol. As for the charge: 0.

(3)
Here is a molecular structure, C25H41IrN2P from OMol25. Energies are from ωB97M-V/def2-TZVPD.

Geometry as XYZ:
```
70
C25H41IrN2P | OMol25 | ωB97M-V/def2-TZVPD
C 3.63 -3.20 0.74
C 3.86 -2.11 -0.10
C 2.87 -1.14 -0.35
C 1.60 -1.27 0.27
C 1.35 -2.43 1.06
C 2.36 -3.38 1.30
C 3.18 -0.04 -1.35
C 1.99 0.27 -2.27
N 2.05 -0.45 -3.55
Ir 0.00 0.00 0.00
C -0.07 -2.69 1.54
P -1.13 -2.06 0.14
H 4.84 -1.99 -0.58
H 2.14 -4.26 1.91
H 4.42 -3.94 0.92
H -0.33 -2.09 2.43
H -0.25 -3.76 1.77
H 3.45 0.89 -0.84
H 4.06 -0.35 -1.95
H 1.03 0.09 -1.73
C -2.87 -2.23 0.71
C -0.95 -3.35 -1.16
H 2.03 1.35 -2.51
C 1.70 -1.86 -3.44
C 1.27 0.22 -4.57
H -1.44 1.07 0.18
H 1.82 -2.34 -4.42
H 2.37 -2.36 -2.73
H 0.65 -2.03 -3.10
H 1.40 -0.29 -5.54
H 0.17 0.25 -4.35
H 1.62 1.27 -4.68
H -1.29 -4.33 -0.81
H -1.53 -3.05 -2.05
H 0.11 -3.40 -1.44
H -3.10 -3.27 1.01
H -3.04 -1.56 1.57
H -3.56 -1.92 -0.10
H -1.31 1.05 -0.65
C -1.49 3.30 3.89
C -0.14 2.76 3.47
C 0.95 2.80 4.33
C 2.21 2.37 3.89
C 3.34 2.45 4.86
C 2.40 1.91 2.56
C 1.30 1.87 1.69
C 0.04 2.28 2.18
N 1.42 1.55 0.29
C 1.32 2.85 -0.57
C 0.90 4.16 0.21
C 2.73 3.31 -1.12
C 0.21 2.82 -1.69
H -1.88 2.75 4.77
H -1.39 4.38 4.15
H -2.24 3.23 3.07
H 0.81 3.17 5.35
H 3.48 3.50 5.19
H 3.11 1.82 5.75
H 4.29 2.09 4.41
H 3.38 1.63 2.21
H -0.82 2.32 1.55
H 1.58 4.40 1.05
H 0.91 5.05 -0.47
H -0.15 4.15 0.56
H 3.30 2.71 -1.83
H 2.63 4.27 -1.67
H 3.41 3.48 -0.26
H 0.11 1.95 -2.36
H -0.80 2.95 -1.27
H 0.34 3.69 -2.37
```

The spin multiplicity is 6. As for the lowest unoccupied orbital energy (alpha / beta): -0.215 / -0.363 Eh. For the HOMO energy (alpha / beta), the calculation gives -11.38 / -14.11 eV. As for the gap between HOMO and LUMO (alpha / beta): 0.20316 / 0.15513 Ha. As for the charge: +2.

(4)
Here is a molecular structure, C5H10N2S from OMol25. Energies are from ωB97M-V/def2-TZVPD.

Geometry as XYZ:
```
18
C5H10N2S | OMol25 | ωB97M-V/def2-TZVPD
C -0.88 1.41 0.19
C -1.81 -0.95 -0.13
C 0.63 -0.47 0.05
C 1.69 -0.39 1.19
C 1.42 0.05 -1.08
H 0.15 1.73 0.74
H -1.78 1.71 0.80
H -0.95 2.09 -0.85
H -1.30 -1.99 0.00
H -3.27 0.17 -0.48
H 0.64 -1.55 -0.01
H 1.80 -1.40 1.71
H 1.99 0.62 1.68
H 1.34 -0.83 -1.87
H 1.24 1.00 -1.67
N -0.81 -0.05 0.08
N -3.06 -0.83 -0.15
S 2.95 -0.32 -0.21
```

As for the lowest unoccupied orbital energy: 0.025 Eh. For the HOMO energy, the calculation gives -8.87 eV. As for the gap between HOMO and LUMO: 0.35117 Ha. For the energy above the lowest of the compared OMol25 structures with the same formula, charge and spin, the calculation gives 353.9 kJ/mol. As for the charge: 0.

(5)
Here is 3 unconnected molecules or ions with the total composition C2H3Cl3NO from OMol25. Energies are from ωB97M-V/def2-TZVPD.

Geometry as XYZ:
```
10
C2H3Cl3NO | OMol25 | ωB97M-V/def2-TZVPD
C 0.23 1.60 -0.12
C -0.86 2.24 0.00
N -1.13 -1.27 0.37
O -0.52 -2.12 1.09
Cl -5.42 -0.86 0.11
Cl -0.75 3.94 0.35
Cl -2.41 1.51 0.09
H 0.44 0.52 -0.12
H 1.13 2.31 -0.08
H -2.21 -1.16 0.60
```

As for the lowest unoccupied orbital energy: 0.080 Eh. For the HOMO energy, the calculation gives -4.00 eV. As for the gap between HOMO and LUMO: 0.22700 Ha. For the energy above the lowest of the compared OMol25 structures with the same formula, charge and spin, the calculation gives 61.3 kJ/mol. As for the charge: -1.

(6)
Here is 2 unconnected molecules or ions with the total composition C9H23NO3 from OMol25. Energies are from ωB97M-V/def2-TZVPD.

Geometry as XYZ:
```
36
C9H23NO3 | OMol25 | ωB97M-V/def2-TZVPD
C -2.15 -2.46 -0.35
O -1.55 -1.25 -0.66
C -2.33 -0.34 -1.43
C -1.74 1.04 -1.18
N -2.18 1.55 0.11
C -1.61 2.84 0.45
C -0.12 2.83 0.71
O 0.07 2.01 1.85
C 1.42 1.94 2.25
H -2.73 -2.88 -1.18
H -2.82 -2.38 0.52
H -1.36 -3.18 -0.11
H -3.37 -0.37 -1.09
H -2.23 -0.60 -2.49
H -1.98 1.76 -1.95
H -0.64 0.91 -1.23
H -1.94 0.88 0.83
H -2.06 3.17 1.40
H -1.87 3.58 -0.30
H 0.21 3.86 0.91
H 0.47 2.43 -0.12
H 2.07 1.78 1.39
H 1.53 1.08 2.91
H 1.71 2.84 2.81
C 1.83 -1.79 -1.61
C 1.77 -1.84 -0.08
C 3.12 -2.01 0.56
O 1.22 -0.62 0.45
H 1.86 -2.80 -2.02
H 2.69 -1.22 -1.96
H 0.92 -1.31 -1.97
H 1.10 -2.66 0.18
H 3.73 -1.11 0.45
H 3.68 -2.83 0.10
H 3.02 -2.25 1.62
H 0.27 -0.61 0.26
```

As for the lowest unoccupied orbital energy: 0.034 Eh. For the HOMO energy, the calculation gives -8.73 eV. As for the gap between HOMO and LUMO: 0.35542 Ha. The SMILES is COCCNCCOC.CC(C)O. For the energy above the lowest of the compared OMol25 structures with the same formula, charge and spin, the calculation gives 23.0 kJ/mol. As for the charge: 0.

Going through the records in order, we get strongest force on any atom values of 2.9, 3.9, 4.3, 5.2, 5.2, 0.8 eV/Å.